Below is a 6-piece molecular cluster, C36H72FN6O6PSi overall in a non-equilibrium geometry, with properties calculated with ωB97M-V with the def2-TZVPD basis set.

## Properties
SMILES: C[C@H](F)P(CCCCCCCC[Si](C)(C)c1ccccc1)CCC(N)=O.CNC(C)=O.CNC(C)=O.CNC(C)=O.CNC(C)=O.CNC(C)=O
Spin multiplicity: 1
LUMO in eV: 0.44
Calculated total energy in hartree: -2925.15393
Orbital gap in eV: 8.514

```
123
C36H72FN6O6PSi | OMol25 | ωB97M-V with the def2-TZVPD basis set
C -3.19 -2.50 4.62
C -3.23 -1.27 3.50
F -2.92 -0.02 4.29
P -4.96 -1.04 2.69
C -4.84 -1.27 0.76
C -5.69 -2.56 0.21
C -4.94 -4.01 0.38
C -3.55 -4.18 -0.46
C -2.33 -4.53 0.63
C -0.83 -4.21 -0.05
C -0.65 -2.56 0.04
C 0.52 -2.08 1.08
Si 0.67 -0.14 1.00
C 1.68 0.59 2.47
C -1.11 0.68 1.10
C 1.35 0.35 -0.76
C 1.28 1.94 -1.19
C 1.81 2.34 -2.69
C 2.38 1.15 -3.72
C 2.48 -0.45 -3.26
C 1.93 -0.82 -1.75
C -5.47 0.83 2.85
C -5.81 1.27 4.39
C -6.03 -0.01 5.41
N -7.39 -0.73 5.28
O -5.11 -0.37 6.31
H -4.13 -3.20 4.52
H -3.12 -2.02 5.70
H -2.21 -3.14 4.46
H -2.42 -1.52 2.70
H -3.71 -1.34 0.46
H -5.27 -0.31 0.23
H -5.90 -2.36 -0.95
H -6.71 -2.62 0.80
H -4.73 -4.27 1.51
H -5.70 -4.83 -0.03
H -3.27 -3.28 -1.16
H -3.64 -5.14 -1.14
H -2.40 -5.66 0.96
H -2.44 -3.81 1.55
H -0.77 -4.59 -1.17
H 0.04 -4.66 0.61
H -0.51 -2.16 -1.07
H -1.66 -2.08 0.43
H 0.13 -2.35 2.17
H 1.54 -2.64 0.93
H 2.83 0.34 2.43
H 1.47 1.76 2.55
H 1.21 0.13 3.46
H -0.98 1.85 0.95
H -1.58 0.54 2.17
H -1.77 0.23 0.23
H 0.84 2.71 -0.40
H 1.74 3.46 -3.05
H 2.76 1.39 -4.81
H 2.90 -1.28 -4.00
H 1.94 -1.93 -1.34
H -6.47 0.92 2.21
H -4.66 1.48 2.32
H -6.85 1.84 4.36
H -4.97 2.03 4.77
H -7.73 -0.58 4.29
H -7.16 -1.74 5.42
C 0.32 7.16 -0.13
C 1.21 5.95 -0.08
O 1.08 5.01 -0.86
N 2.18 5.91 0.87
C 2.49 6.91 1.87
H -0.41 7.05 -0.94
H -0.22 7.26 0.81
H 0.92 8.05 -0.33
H 2.74 5.07 0.85
H 3.52 7.24 1.72
H 2.39 6.45 2.85
H 1.82 7.78 1.81
C 4.49 3.44 -2.06
C 5.76 3.71 -1.30
O 5.76 4.01 -0.11
N 6.94 3.62 -1.98
C 7.14 3.28 -3.37
H 3.63 3.55 -1.39
H 4.39 4.15 -2.88
H 4.50 2.41 -2.44
H 7.75 3.82 -1.41
H 7.77 2.39 -3.41
H 7.66 4.11 -3.85
H 6.20 3.09 -3.89
C -0.04 -7.45 -2.56
C 1.23 -7.17 -1.80
O 1.23 -6.87 -0.61
N 2.41 -7.27 -2.48
C 2.61 -7.60 -3.87
H -0.90 -7.34 -1.90
H -0.14 -6.73 -3.39
H -0.03 -8.47 -2.95
H 3.22 -7.07 -1.91
H 3.24 -8.49 -3.92
H 3.13 -6.77 -4.35
H 1.67 -7.80 -4.39
C -2.03 -5.37 -6.71
C -2.33 -6.27 -5.54
O -1.45 -6.87 -4.93
N -3.64 -6.39 -5.15
C -4.80 -5.76 -5.73
H -0.96 -5.37 -6.90
H -2.55 -5.74 -7.60
H -2.35 -4.35 -6.48
H -3.77 -7.01 -4.36
H -5.29 -5.17 -4.96
H -5.48 -6.55 -6.07
H -4.55 -5.12 -6.58
C 4.82 9.13 5.29
C 4.72 9.53 3.84
O 3.69 9.97 3.35
N 5.84 9.39 3.07
C 7.14 8.89 3.46
H 3.86 9.29 5.78
H 5.07 8.07 5.36
H 5.58 9.73 5.79
H 5.70 9.68 2.10
H 7.87 9.68 3.27
H 7.37 8.02 2.84
H 7.17 8.61 4.51
```

Results of the Löwdin charge analysis, in e, for atoms 1 through 8: C -0.12; C -0.43; F -0.16; P 0.98; C -0.37; C -0.27; C -0.23; C -0.21